C37H44NOSi | ωB97M-V with the def2-TZVPD basis set

Properties
**Relative energy (zero: lowest compared OMol25 entry of this formula, charge and spin)**: 2.8 kJ/mol
**Multiplicity**: 1
**Orbital gap**: 0.2085 hartree
**Net charge**: +1
**Highest occupied orbital energy**: -10.800 eV

Cartesian coordinates (Å):
1 C -6.403 -2.199 3.610
2 C -5.360 -1.426 2.875
3 C -4.036 -1.385 3.328
4 C -3.019 -0.845 2.541
5 C -3.317 -0.301 1.255
6 C -2.328 -0.046 0.237
7 C -2.711 -0.048 -1.114
8 C -1.834 -0.136 -2.184
9 C -2.243 -0.427 -3.524
10 C -1.287 -0.916 -4.460
11 C -1.609 -1.058 -5.799
12 C -2.889 -0.727 -6.264
13 C -3.167 -0.778 -7.732
14 C -3.882 -0.367 -5.342
15 C -3.582 -0.242 -3.993
16 C -4.707 -0.120 0.950
17 C -5.688 -0.745 1.697
18 H -7.376 -2.093 3.125
19 H -6.157 -3.266 3.641
20 H -6.517 -1.866 4.645
21 H -3.814 -1.791 4.317
22 H -1.981 -0.848 2.897
23 H -1.264 -0.066 0.497
24 H -3.782 -0.069 -1.338
25 H -0.761 -0.061 -1.984
26 H -0.279 -1.144 -4.104
27 H -0.855 -1.395 -6.514
28 H -4.229 -0.620 -7.945
29 H -2.583 -0.020 -8.272
30 H -2.870 -1.750 -8.145
31 H -4.885 -0.153 -5.717
32 H -4.368 0.059 -3.294
33 H -4.992 0.503 0.093
34 H -6.732 -0.715 1.382
35 C 1.077 -2.376 -1.141
36 Si 2.399 -1.089 -0.933
37 C 4.077 -1.820 -0.682
38 C 2.509 0.072 -2.398
39 O 1.897 -0.209 0.373
40 C 2.332 0.766 1.295
41 C 2.643 0.060 2.638
42 C 2.216 -1.253 2.850
43 C 2.533 -1.913 4.043
44 C 3.188 -1.234 5.072
45 C 3.668 0.058 4.843
46 C 3.399 0.705 3.635
47 C 3.575 1.495 0.729
48 C 4.870 1.079 1.077
49 C 6.001 1.647 0.477
50 C 5.854 2.650 -0.482
51 C 4.570 3.079 -0.826
52 C 3.435 2.455 -0.280
53 C 1.134 1.760 1.506
54 C 0.360 1.728 2.835
55 C -0.963 2.434 2.503
56 C -1.009 2.563 0.972
57 N 0.080 1.690 0.543
58 H 1.003 -2.645 -2.204
59 H 1.347 -3.280 -0.580
60 H 0.099 -2.039 -0.779
61 H 4.210 -2.589 -1.457
62 H 4.869 -1.070 -0.802
63 H 4.180 -2.290 0.302
64 H 2.442 -0.564 -3.295
65 H 1.704 0.819 -2.424
66 H 3.477 0.595 -2.409
67 H 1.643 -1.767 2.080
68 H 2.243 -2.961 4.164
69 H 3.332 -1.711 6.044
70 H 4.253 0.570 5.606
71 H 3.783 1.712 3.451
72 H 5.015 0.283 1.812
73 H 6.995 1.298 0.776
74 H 6.736 3.092 -0.949
75 H 4.436 3.901 -1.531
76 H 2.430 2.686 -0.650
77 H 1.558 2.774 1.466
78 H 0.199 0.680 3.133
79 H 0.931 2.234 3.623
80 H -1.833 1.890 2.885
81 H -0.962 3.444 2.934
82 H -1.961 2.263 0.514
83 H -0.821 3.624 0.711
84 H 0.353 1.760 -0.436